Entry 1:
The following is a quantum chemistry calculation of C4H6O2S in the gas phase in a non-equilibrium geometry, from the OMol25 dataset.

Geometry as XYZ:
```
13
C4H6O2S (the ωB97M-V functional and the def2-TZVPD basis)
C 1.27 1.41 0.40
C 0.50 0.25 0.85
C 0.42 -0.19 2.04
C -1.04 -0.87 -0.55
H 0.57 3.06 1.45
H 2.42 1.18 0.36
H 1.12 1.86 -0.71
H 0.77 0.58 2.80
H -0.03 -1.07 2.38
H -1.73 -0.80 0.38
O 1.37 2.44 1.51
O 0.12 -0.45 -0.31
S -1.37 -1.52 -2.04
```

Calculated values
Frontier orbital gap   9.19 eV
Structure (SMILES)   C=C(CO)OC=S
Spin multiplicity   1
Relative energy (zero: lowest compared OMol25 entry of this formula, charge and spin)   2.885 eV

---

Entry 2:
The following is a quantum chemistry calculation of C24H27N3O5S in the gas phase in a non-equilibrium geometry, from the OMol25 dataset.

Geometry as XYZ:
```
60
C24H27N3O5S (the ωB97M-V functional and the def2-TZVPD basis)
C -2.57 2.82 -2.92
H -2.78 3.27 -1.95
O -3.16 1.55 -2.88
C -3.06 0.74 -3.97
C -2.43 1.10 -5.16
C -2.40 0.21 -6.22
C -2.98 -1.04 -6.11
C -3.59 -1.40 -4.93
C -3.65 -0.53 -3.85
C -4.30 -0.93 -2.56
N -3.39 -0.77 -1.44
C -3.73 -0.07 -0.35
O -4.86 0.32 -0.10
C -2.60 0.20 0.60
C -2.94 0.78 1.77
N -2.08 1.13 2.75
C -0.73 0.93 2.57
C 0.21 1.29 3.55
C 1.55 1.09 3.33
C 1.99 0.53 2.13
C 1.09 0.16 1.17
C -0.28 0.34 1.37
C -1.21 -0.09 0.31
O -0.80 -0.64 -0.71
H 1.42 -0.28 0.24
S 3.74 0.34 1.83
O 4.14 1.28 0.83
O 4.41 0.40 3.11
N 3.76 -1.18 1.15
C 3.64 -2.26 2.11
C 4.98 -2.62 2.75
C 6.01 -2.92 1.66
C 6.13 -1.73 0.72
C 4.76 -1.41 0.12
H 4.80 -0.50 -0.48
H 4.41 -2.24 -0.50
H 6.47 -0.85 1.28
H 6.84 -1.93 -0.08
H 6.98 -3.14 2.12
H 5.70 -3.80 1.09
H 5.32 -1.77 3.34
H 4.85 -3.48 3.40
H 2.93 -1.93 2.86
H 3.22 -3.12 1.58
H 2.29 1.35 4.07
H -0.11 1.73 4.48
C -2.58 1.73 3.97
H -3.67 1.80 3.91
H -2.17 2.73 4.10
H -2.32 1.11 4.83
H -3.99 0.99 1.94
H -2.41 -0.97 -1.59
H -5.17 -0.30 -2.35
H -4.63 -1.98 -2.62
H -4.04 -2.38 -4.83
H -2.95 -1.73 -6.94
H -1.91 0.50 -7.14
H -1.97 2.07 -5.27
H -3.00 3.45 -3.70
H -1.48 2.75 -3.06
```

Calculated values
Frontier orbital gap   8.30 eV
Structure (SMILES)   COc1ccccc1CNC(=O)c1cn(C)c2ccc(S(=O)(=O)N3CCCCC3)cc2c1=O
Spin multiplicity   1
Relative energy (zero: lowest compared OMol25 entry of this formula, charge and spin)   2.449 eV

---

Entry 3:
The following is a quantum chemistry calculation of a molecular structure, C10H7NO2SSnTe in a non-equilibrium geometry, from the OMol25 dataset.

Geometry as XYZ:
```
23
C10H7NO2SSnTe (the ωB97M-V functional and the def2-TZVPD basis)
Sn -0.39 -1.04 -1.53
O 0.14 2.57 -4.05
C -0.19 1.51 -3.47
O -0.72 0.51 -2.97
C 1.04 1.91 -2.05
C 1.66 3.08 -1.91
C 2.47 3.57 -0.86
C 2.66 2.00 0.01
C 2.02 0.83 0.01
N 1.09 0.65 -1.13
H 1.21 3.92 -2.62
H 3.28 4.09 -0.83
H 3.55 2.39 1.08
H 2.03 0.16 0.67
Te -1.95 -0.13 0.12
C -2.12 -1.89 1.47
C -2.96 -2.77 1.47
C -2.51 -3.75 2.29
C -1.45 -3.67 3.23
S -1.00 -1.90 3.11
H -3.89 -2.88 0.92
H -2.95 -5.08 2.80
H -1.04 -4.08 4.24
```

Calculated values
Frontier orbital gap   7.00 eV
Spin multiplicity   1
Relative energy (zero: lowest compared OMol25 entry of this formula, charge and spin)   0.000 eV

---

Entry 4:
The following is a quantum chemistry calculation of 2 unconnected molecules or ions with the total composition C5H14N4S in a non-equilibrium geometry, from the OMol25 dataset.

Geometry as XYZ:
```
24
C5H14N4S (the ωB97M-V functional and the def2-TZVPD basis)
C -0.23 -0.84 0.58
C -1.44 -1.48 -1.52
C -0.03 0.76 -2.55
C -0.28 1.41 1.75
C 1.92 0.23 1.51
N 0.64 1.04 -0.40
N -0.53 -0.75 -0.76
N -0.03 0.40 -1.23
N 0.55 0.53 0.93
S 0.34 -2.37 1.25
H -1.95 -0.09 1.68
H -0.86 -2.04 -2.24
H -1.95 -2.07 -0.78
H -2.25 -0.89 -2.05
H 0.86 0.37 -3.10
H 0.28 1.83 -2.58
H -1.00 0.76 -3.04
H -1.16 0.91 2.14
H 0.46 1.92 2.46
H -0.73 2.09 1.10
H 2.43 0.92 0.96
H 2.06 0.36 2.55
H 2.17 -0.85 1.26
H 0.48 -2.16 2.58
```

Calculated values
Frontier orbital gap (alpha / beta)   7.23 / 7.96 eV
Spin multiplicity   1
Relative energy (zero: lowest compared OMol25 entry of this formula, charge and spin)   5.919 eV
Charge   +2

---

Entry 5:
The following is a quantum chemistry calculation of C10H17FO6 in the gas phase in a non-equilibrium geometry, from the OMol25 dataset.

Geometry as XYZ:
```
34
C10H17FO6 (the ωB97M-V functional and the def2-TZVPD basis)
O 0.88 -3.82 3.60
C -0.18 -3.96 3.21
O -0.44 -4.16 1.88
C -0.33 -2.90 1.20
C -0.90 -3.02 -0.21
C -0.23 -1.92 -1.06
O -0.19 -0.70 -0.31
C -1.40 0.03 -0.34
C -1.60 0.77 -1.66
F -2.91 1.11 -1.71
O -0.92 1.97 -1.71
C 0.47 1.83 -2.04
C 1.39 2.09 -0.85
C 0.78 3.20 0.01
C 1.77 3.77 0.98
O 1.83 4.92 1.19
O 2.62 2.90 1.61
H -1.05 -3.95 3.87
H -0.90 -2.14 1.74
H 0.71 -2.62 1.14
H -1.95 -2.79 -0.22
H -0.68 -4.01 -0.60
H 0.80 -2.18 -1.24
H -0.73 -1.80 -2.02
H -1.30 0.80 0.42
H -2.27 -0.56 -0.05
H -1.39 0.16 -2.54
H 0.65 0.85 -2.49
H 0.69 2.57 -2.80
H 2.34 2.45 -1.25
H 1.61 1.21 -0.27
H -0.08 2.84 0.56
H 0.43 4.02 -0.60
H 2.49 3.07 2.56
```

Calculated values
Frontier orbital gap   10.67 eV
Structure (SMILES)   O=COCCCOC[C@@H](F)OCCCC(=O)O
Spin multiplicity   1

---

Entry 6:
The following is a quantum chemistry calculation of a molecular structure, C21H35FP2Zn in a non-equilibrium geometry, from the OMol25 dataset.

Geometry as XYZ:
```
60
C21H35FP2Zn (the ωB97M-V functional and the def2-TZVPD basis)
P 0.03 -1.44 -6.04
P 0.13 1.77 -5.88
C -0.30 -0.45 -7.56
C 0.36 0.91 -7.52
H -1.39 -0.42 -7.68
H 0.13 -1.07 -8.36
H 1.45 0.88 -7.72
H -0.10 1.57 -8.27
C -1.56 2.39 -6.28
H -1.86 3.16 -5.56
H -2.28 1.55 -6.26
H -1.55 2.83 -7.29
C 1.23 3.14 -6.30
H 0.90 3.62 -7.22
H 2.25 2.74 -6.45
H 1.25 3.88 -5.48
C -1.08 -2.81 -6.41
H -1.01 -3.58 -5.64
H -0.79 -3.21 -7.39
H -2.11 -2.41 -6.47
C 1.71 -1.97 -6.50
H 2.40 -1.11 -6.46
H 1.66 -2.34 -7.54
H 2.06 -2.78 -5.84
Zn 0.27 -0.38 0.88
C 0.52 1.67 -2.13
C -0.81 1.70 -2.31
C -1.56 0.90 -3.31
C -1.95 -0.57 -2.94
C -0.93 -1.51 -2.39
C 0.39 -1.53 -2.60
C 1.18 -0.56 -3.41
C 1.54 0.84 -2.84
C 0.59 -2.18 1.51
H 0.94 2.35 -1.38
H -1.43 2.33 -1.65
H -0.95 0.89 -4.23
H -2.51 1.43 -3.53
H -2.80 -0.49 -2.24
H -2.35 -1.07 -3.85
H -1.34 -2.34 -1.79
H 1.00 -2.33 -2.14
H 0.60 -0.41 -4.36
H 2.14 -1.05 -3.64
H 2.33 0.63 -2.09
H 2.05 1.43 -3.63
H 1.41 -2.17 2.26
H 0.85 -2.94 0.74
H -0.34 -2.49 2.02
F -1.11 3.66 4.83
C -0.89 2.94 3.68
C 0.41 2.89 3.19
C 0.64 2.10 2.06
C -0.41 1.34 1.52
C -1.73 1.53 1.93
C -1.98 2.30 3.09
H 1.25 3.39 3.68
H 1.65 2.03 1.64
H -2.56 1.05 1.42
H -2.98 2.36 3.51
```

Calculated values
Frontier orbital gap   8.04 eV
Spin multiplicity   1
Relative energy (zero: lowest compared OMol25 entry of this formula, charge and spin)   0.000 eV

---

Record order is preserved below.
E_tot: -19172.422, -50870.026, -40014.138, -22181.054, -25646.609, -92053.999 eV